1.
The following is a quantum chemistry calculation of a single CH4N2OS2 molecule at a distorted geometry, from the OMol25 dataset.

The calculation puts the molar mass at 124.190 u. Its HOMO-LUMO gap is 8.8 eV. The SMILES is ONC(=S)NS. Its HOMO energy is -9.445 eV. The energy above the lowest of the compared OMol25 structures with the same formula, charge and spin comes out at 5.5134 eV.

Geometry as ORCA input:
```
! wB97M-V def2-TZVPD RIJCOSX def2/J DEFGRID3
* xyz 0 1
S -1.160 -1.650 -0.632
S -0.447 1.653 1.476
O 1.601 -0.258 -1.111
N 0.342 0.704 -0.878
N -0.339 -0.976 0.822
C -0.141 0.328 0.557
H 1.018 1.455 -0.527
H -1.317 -0.660 1.457
H 2.330 -0.208 -0.189
H -1.887 -0.388 -0.974
*
```

***

2.
The following is a quantum chemistry calculation of a molecular structure, C19H28BN7RuSi at a distorted geometry, from the OMol25 dataset.

The calculation puts the molar mass at 494.450 u. As for the expectation value of S²: 6.04. Its HOMO-LUMO gap (spin up / spin down) is 7.5 / 5.4 eV. Its HOMO energy (spin up / spin down) is -15.011 / -15.071 eV.

Geometry as ORCA input:
```
! wB97M-V def2-TZVPD RIJCOSX def2/J DEFGRID3
* xyz 2 5
Ru 0.309 0.293 0.270
Si -3.035 -0.269 0.373
N 2.234 0.613 -0.041
N 0.131 1.262 -1.581
N 2.838 0.402 -1.292
N 0.873 0.878 -2.699
N 0.630 -1.517 -0.884
N 1.439 -1.532 -2.016
N -1.429 -0.446 1.157
C -0.573 2.424 -3.366
C 0.230 -2.061 4.052
C -0.031 2.292 2.117
C 0.019 -1.507 2.782
C 4.398 1.195 0.073
C -2.244 -0.891 3.444
C -3.608 1.486 0.666
C 0.435 1.566 -3.771
C -2.039 -1.483 4.682
C -1.236 -0.951 2.434
C 0.904 -3.638 -1.547
C -2.989 -0.652 -1.474
C -4.275 -1.510 1.024
C 4.129 0.751 -1.214
C 0.293 -2.797 -0.606
C 3.204 1.099 0.795
C -0.745 2.215 -1.988
C 1.592 -2.809 -2.420
C -0.806 -2.088 4.989
B 2.009 -0.171 -2.493
H 0.840 -4.706 -1.567
H 5.341 1.545 0.437
H 0.676 2.997 2.570
H -3.179 -0.373 3.231
H -2.635 0.191 -2.082
H 0.812 -1.478 2.025
H -4.011 -0.901 -1.811
H 1.210 -2.471 4.320
H -1.130 3.106 -3.974
H -0.443 1.663 2.910
H -2.927 2.225 0.224
H -3.819 -2.506 1.080
H -2.840 -1.460 5.423
H -0.663 -2.549 5.968
H -5.129 -1.570 0.334
H 2.166 -3.037 -3.301
H 0.865 1.387 -4.753
H -4.603 1.617 0.216
H -0.349 -3.025 0.235
H -2.349 -1.521 -1.683
H 0.570 1.678 1.305
H 2.697 -0.323 -3.469
H 2.983 1.329 1.831
H -3.693 1.683 1.743
H -1.426 2.667 -1.285
H -4.660 -1.249 2.014
H -0.836 2.873 1.662
H 4.748 0.651 -2.097
*
```

***

3.
The following is a quantum chemistry calculation of a molecular structure, C25H30Br60IN2O2 at a distorted geometry, from the OMol25 dataset.

The calculation puts the molar mass at 5311.671 u. Its HOMO-LUMO gap is 6.1 eV. Its HOMO energy is -5.184 eV.

Geometry as ORCA input:
```
! wB97M-V def2-TZVPD RIJCOSX def2/J DEFGRID3
* xyz -1 1
I 0.688 -0.761 3.018
Br -3.748 -5.609 -0.461
Br -2.826 3.597 -3.491
Br -6.009 3.766 -8.686
Br -9.889 4.945 1.749
Br -1.173 2.837 5.522
Br -4.911 -1.848 -0.251
Br -0.371 7.088 6.073
Br -4.212 5.232 -1.137
Br 13.362 -1.631 -3.659
Br 1.668 7.481 -2.330
Br 10.678 -0.401 -4.851
Br 0.770 -2.598 -4.787
Br 2.512 -0.153 -10.981
Br 8.844 -2.075 -1.211
Br 5.058 5.160 -1.521
Br -3.813 4.346 4.569
Br 3.553 -1.773 4.389
Br -1.876 -1.643 6.812
Br -6.529 -0.887 -4.767
Br 6.801 -3.044 -3.455
Br -0.738 6.044 9.056
Br 6.701 5.253 3.812
Br -2.231 -6.337 10.672
Br -5.115 -5.333 9.767
Br -5.194 0.856 -9.686
Br -3.409 3.368 -10.485
Br -1.268 -2.181 9.889
Br -7.254 4.140 0.150
Br -0.182 6.868 0.185
Br -5.320 -2.124 5.307
Br -3.258 -2.580 2.973
Br -4.485 -10.048 -2.135
Br 3.941 4.589 2.361
Br 0.699 4.495 -1.736
Br 2.183 6.335 7.818
Br -1.019 -6.350 -1.905
Br -7.400 3.719 3.306
Br -5.715 4.880 -3.936
Br -1.786 -10.880 -3.602
Br -2.026 -11.143 -0.439
Br 7.340 0.098 -2.984
Br 3.868 -1.598 -8.479
Br -6.089 0.687 1.160
Br -4.159 -1.180 8.985
Br 6.433 2.646 2.000
Br -3.718 0.355 4.147
Br 0.720 -1.126 -8.535
Br -1.689 3.324 2.422
Br 3.965 2.217 -0.971
Br -1.299 -6.697 1.244
Br 1.882 -1.146 7.021
Br 5.596 2.909 -3.693
Br -5.095 0.901 -1.854
Br -4.090 -1.400 -6.757
Br 4.809 -2.357 7.277
Br -2.835 -5.792 7.589
Br 11.724 0.536 -1.995
Br 1.413 0.512 -4.777
Br -4.599 1.509 -5.597
Br 3.796 -1.629 -4.529
O -1.680 -1.641 -1.059
O -0.645 -2.579 0.651
N 4.125 -1.971 0.545
N -0.643 0.132 1.723
C -5.417 -0.150 -6.146
C -0.947 -1.603 -0.064
C -5.899 -0.228 -0.522
C -8.388 3.740 1.653
C 0.331 5.952 7.461
C -1.832 -5.671 -0.288
C 2.049 -1.244 -5.252
C -1.953 4.004 4.200
C 1.194 6.195 -0.981
C -2.601 -2.204 8.498
C -4.017 5.041 -3.043
C 5.860 4.460 2.270
C 8.062 -1.689 -2.930
C 1.916 -1.171 -0.236
C 12.222 -0.083 -3.745
C -0.429 -0.215 0.316
C -4.557 2.592 -9.150
C 3.631 -1.239 6.237
C -3.559 -6.358 9.279
C -2.570 -10.157 -1.998
C 3.304 -0.790 0.228
C 2.295 -1.459 -9.582
C -4.524 -1.354 3.736
C 4.391 3.532 -2.317
C 1.002 0.047 -0.114
H -3.965 2.450 -8.258
H 3.506 -2.689 0.899
H 2.074 6.032 -0.376
H 8.861 -1.725 -3.647
H 6.176 5.025 1.407
H 4.050 -0.246 6.247
H -6.058 0.064 -6.987
H -6.886 -0.486 -0.871
H 1.469 0.800 0.500
H -1.564 -0.166 2.007
H -1.436 4.948 4.266
H -5.299 -1.192 3.007
H -8.786 2.748 1.503
H -2.919 -3.229 8.381
H 4.734 -1.752 1.319
H 3.188 -0.224 1.145
H -3.878 -7.382 9.160
H -3.558 5.951 -3.396
H -1.481 -4.641 -0.136
H 1.616 -1.983 0.404
H -1.054 0.469 -0.237
H 0.946 0.482 -1.093
H 1.954 -1.561 -1.238
H -2.198 -9.151 -1.887
H 3.468 3.785 -2.817
H 2.161 -2.417 -10.060
H 3.807 -0.168 -0.516
H 12.789 0.706 -4.213
H 2.147 -1.251 -6.323
H 0.277 4.937 7.097
*
```